# 1
Formula: C2H6ClNO3S
Source: the Open Molecules 2025 dataset
Level of theory: the ωB97M-V functional and the def2-TZVPD basis

The geometry in XYZ format:
```
14
Properties=species:S:1:pos:R:3:forces:R:3:mulliken_charge:R:1
C 0.26970 1.42822 1.08138 1.9 0.6 2.3 -0.618
O 0.43748 0.55458 0.00754 0.2 -0.3 -2.0 -0.171
N -0.47803 -0.48300 0.01606 -2.8 3.6 1.5 -0.121
C -0.31211 -1.33749 -1.08277 -0.5 1.5 -3.3 -0.807
S -2.28222 0.40339 -0.40351 -0.6 -0.5 -1.0 0.993
O -2.33919 1.83154 -0.24782 0.5 -0.6 0.5 -0.467
O -2.82617 -0.14298 -1.63035 0.6 0.2 0.7 -0.532
Cl -3.44804 -0.50752 1.06124 0.5 0.3 -0.1 -0.182
H 1.26737 1.49487 1.69860 -2.0 -0.3 -1.1 0.231
H -0.53513 1.04252 1.63976 -0.6 -0.7 1.5 0.355
H -0.09107 2.43674 0.88835 0.4 0.0 -1.1 0.290
H 0.20871 -2.02804 -0.53764 1.6 -3.1 0.0 0.381
H -1.28538 -1.61466 -1.53470 0.5 -0.5 0.9 0.327
H 0.19380 -0.88838 -1.98312 0.1 -0.3 1.1 0.322
```
Forces are in eV/Å.

Results
Structure (SMILES): CON(C)S(=O)(=O)Cl
HOMO (alpha / beta), eV: -9.80 / -9.80
HOMO-LUMO gap (alpha / beta), eV: 9.069 / 9.069
Charge: 0


# 2
Formula: C3H4NOPS
Source: the Open Molecules 2025 dataset
Level of theory: the ωB97M-V functional and the def2-TZVPD basis

The geometry in XYZ format:
```
11
Properties=species:S:1:pos:R:3:forces:R:3:mulliken_charge:R:1
S -2.60354 0.69031 -1.37871 -0.2 0.4 -0.1 -0.235
C -1.31724 0.50949 -0.47662 0.5 0.4 2.6 -0.077
C -0.27411 -0.51716 -0.60891 -0.1 -2.8 -1.1 -0.332
C 1.06327 -0.11203 -0.08119 3.8 2.6 -1.7 -0.416
O 1.24780 -0.18616 1.30410 0.6 -1.2 0.5 -0.180
N 0.35648 0.40886 2.08362 -0.8 0.8 -0.2 -0.084
P -0.96744 1.17107 1.64975 -0.5 -0.5 -2.0 0.160
H -0.67295 -1.40265 0.00630 0.6 1.0 -0.6 0.281
H -0.16631 -0.96929 -1.66267 -0.2 0.9 1.3 0.317
H 2.06347 -0.69957 -0.52240 -3.0 1.4 1.0 0.281
H 1.27057 1.10714 -0.31326 -0.7 -3.0 0.2 0.285
```
Forces are in eV/Å.

Results
Structure (SMILES): S=C1CCON=P1
HOMO, eV: -8.31
HOMO-LUMO gap, eV: 7.507
Charge: 0


# 3
Formula: C6H6N
Source: the Open Molecules 2025 dataset
Level of theory: the ωB97M-V functional and the def2-TZVPD basis

The geometry in XYZ format:
```
13
Properties=species:S:1:pos:R:3:forces:R:3:mulliken_charge:R:1
C -2.22813 -0.47616 -0.12468 0.1 0.6 0.2 -0.186
C -1.04956 0.07861 -0.10291 0.5 -0.2 0.1 0.960
C 1.61892 -0.45992 1.32876 0.5 0.9 -1.4 -0.439
C -3.50111 -0.60209 -0.04517 -0.7 -0.3 -0.4 -0.606
C 1.49607 0.25052 0.26298 -0.8 -0.5 0.5 0.438
C 2.53439 0.57535 -0.73319 -2.4 2.2 1.2 -1.098
N 0.02860 0.54835 -0.00480 1.6 -0.1 -0.4 -0.141
H -4.02879 -1.35033 0.47345 0.0 -1.4 1.0 0.293
H -4.24007 -0.04489 -0.57417 0.0 1.1 -0.7 0.284
H 1.15821 -0.57638 2.22645 -1.1 -0.8 2.4 0.407
H 2.33760 1.59144 -1.03159 -0.1 0.2 -1.0 0.371
H 2.43043 -0.16919 -1.42567 0.4 -1.4 -2.5 0.346
H 3.44345 0.63469 -0.24946 2.0 -0.5 0.9 0.371
```
Forces are in eV/Å.

Results
HOMO (alpha / beta), eV: -14.56 / -14.13
HOMO-LUMO gap (alpha / beta), eV: 9.006 / 7.007
Charge: +1


For each record above, in turn, the calculated total energy values are -1218.5032, -986.0821, -286.4577 a.u..
For each record above, in turn, the calculated energy above the lowest of the compared OMol25 structures with the same formula, charge and spin values are 367.5, 303.1, 466.3 kJ/mol.